The following is a quantum chemistry calculation of a molecular structure, C2H6O2PS, from the Open Molecules 2025 dataset.

Each line ends with the natural charge from an NBO analysis.
Cartesian coordinates (Å):
S 0.287 1.596 -1.066  1.469
P 0.988 -1.251 0.827  0.308
O 0.161 3.061 -0.795  -1.055
O -1.010 0.981 -1.472  -1.064
C 0.455 1.057 0.745  -0.732
C -0.618 -1.678 0.005  -0.944
H -0.832 -0.915 -0.754  0.290
H 1.290 1.543 1.236  0.187
H 1.714 -1.164 -0.371  -0.054
H -0.461 1.103 1.315  0.189
H -0.571 -2.675 -0.434  0.201
H -1.404 -1.658 0.764  0.207

Computed properties:
Lowest unoccupied orbital energy, eV: 4.10
Frontier orbital gap, eV: 7.493
E, a.u.: -969.80584
Charge: -1
Relative energy (zero: lowest compared OMol25 entry of this formula, charge and spin), kJ/mol: 409.9

The following is a quantum chemistry calculation of a molecular structure, C18H14AuF5N3O5S2, from the Open Molecules 2025 dataset.

Each line ends with the natural charge from an NBO analysis.
Cartesian coordinates (Å):
Au 0.316 0.364 -0.281  1.233
S 1.967 -1.308 -0.491  -0.124
S -1.367 2.084 0.032  -0.189
F 6.396 -0.927 -2.915  -0.299
F 3.088 1.295 0.716  -0.301
F 4.005 -2.033 -2.480  -0.296
F 7.154 1.273 -1.540  -0.288
F 5.459 2.395 0.241  -0.288
O -1.236 -1.880 6.145  -0.734
O 0.313 0.875 -2.183  -0.821
O -0.161 0.094 6.648  -0.749
O -1.469 -1.334 -0.177  -0.830
O -3.125 -1.576 1.351  -0.713
N -3.766 0.992 -0.196  -0.573
N 0.057 -0.035 1.711  -0.475
N -2.394 0.676 -2.005  -0.589
C -1.223 -1.078 3.414  -0.201
C -1.970 -1.298 0.992  0.742
C -3.246 -0.380 -2.558  -0.228
C 3.871 0.714 -0.182  0.320
C 0.886 0.481 2.643  0.028
C 1.363 0.480 -3.054  -0.247
C -0.619 -0.814 5.902  0.730
C 4.336 -0.950 -1.777  0.309
C 3.452 -0.438 -0.837  -0.288
C 5.571 -0.384 -2.022  0.298
C -0.372 -0.556 4.388  -0.019
C 0.690 0.246 3.979  -0.230
C 5.095 1.301 -0.421  0.267
C -4.751 -0.002 -0.636  -0.238
C -2.589 1.151 -0.788  0.401
C -0.999 -0.803 2.076  0.102
C 5.958 0.741 -1.334  0.255
C -4.686 -0.140 -2.147  -0.418
H -4.520 -0.952 -0.156  0.264
H 2.333 0.891 -2.758  0.155
H 1.131 0.881 -4.046  0.168
H -2.066 -1.693 3.685  0.268
H -1.432 0.744 -2.346  0.462
H -3.139 -0.366 -3.640  0.201
H 1.697 1.098 2.283  0.217
H 1.472 -0.603 -3.141  0.175
H -5.066 0.767 -2.623  0.200
H -2.893 -1.340 -2.179  0.239
H 1.336 0.693 4.722  0.250
H -5.735 0.326 -0.310  0.201
H -5.306 -0.978 -2.462  0.222
H -3.812 1.307 0.758  0.425

Computed properties:
Lowest unoccupied orbital energy, eV: 1.05
Frontier orbital gap, eV: 6.457
E, a.u.: -2666.27942
Charge: -1
Relative energy (zero: lowest compared OMol25 entry of this formula, charge and spin), kJ/mol: 0.0

The following is a quantum chemistry calculation of 2 unconnected molecules or ions with the total composition C6H8N2O2S, from the Open Molecules 2025 dataset.

Each line ends with the natural charge from an NBO analysis.
Cartesian coordinates (Å):
S -1.693 2.105 -0.990  -0.441
O -2.843 -1.531 -0.318  -0.395
O -2.632 -0.290 1.443  -0.343
N -2.157 -0.727 0.421  0.438
N 1.497 1.848 0.383  -0.572
C 0.087 -0.020 1.155  -0.590
C 2.093 -0.320 -0.394  -0.540
C 1.136 -0.965 -1.274  0.017
C -0.762 -0.678 0.141  0.335
C -0.166 -1.173 -1.033  -0.309
C 1.250 0.629 0.450  0.363
H 2.721 0.297 -0.991  0.259
H -2.407 2.249 0.258  0.130
H 0.311 -0.679 1.925  0.257
H -0.475 0.703 1.728  0.274
H -0.691 -1.874 -1.638  0.266
H 1.465 -1.009 -2.333  0.227
H 0.790 2.452 0.734  0.367
H 2.478 -1.019 0.332  0.255

Computed properties:
Lowest unoccupied orbital energy (spin up / spin down), eV: -3.28 / -3.29
Frontier orbital gap (spin up / spin down), eV: 5.037 / 5.038
E, a.u.: -891.34097
Charge: 0
Relative energy (zero: lowest compared OMol25 entry of this formula, charge and spin), kJ/mol: 786.4